*A*
C3H5FN2 in the gas phase. Source: OMol25; level of theory: wB97M-V/def2-TZVPD.

Last columns: bonded neighbours and bond lengths (Å).
Atoms and positions in Å:
1 C 1.371 0.084 0.004  C2 1.469, N4 1.230, H7 0.996
2 C 0.023 -0.254 -0.471  C1 1.469, N5 1.436, H8 1.024, H9 1.125
3 C -0.740 0.879 1.560  N5 1.356, F6 1.357, H10 1.140
4 N 1.664 0.474 1.133  C1 1.230
5 N -0.871 0.622 0.235  C2 1.436, C3 1.356, H11 1.056
6 F -1.096 2.110 2.006  C3 1.357
7 H 2.095 -0.117 -0.650  C1 0.996
8 H -0.165 -0.058 -1.458  C2 1.024
9 H -0.226 -1.319 -0.211  C2 1.125
10 H -0.535 0.127 2.392  C3 1.140
11 H -1.103 1.478 -0.338  N5 1.056

Results
* spin multiplicity: 1
* HOMO level (spin up / spin down): -7.631 / -7.203 eV
* total charge: 0



*B*
C3H5FN2 in the gas phase. Source: OMol25; level of theory: wB97M-V/def2-TZVPD.

Last columns: bonded neighbours and bond lengths (Å).
Atoms and positions in Å:
1 C 0.146 -0.216 -0.221  C2 1.322, C3 1.535, H7 1.026
2 C -0.465 0.931 0.025  C1 1.322, N4 1.468, H8 1.049
3 C 1.654 -0.355 0.031  C1 1.535, H9 1.124, H10 1.079, H11 1.109
4 N -1.923 1.074 -0.066  C2 1.468, N5 1.299
5 N -2.852 0.168 -0.126  N4 1.299, F6 1.440
6 F -2.425 -1.202 -0.004  N5 1.440
7 H -0.305 -1.072 -0.562  C1 1.026
8 H 0.110 1.716 0.414  C2 1.049
9 H 1.935 -1.330 0.514  C3 1.124
10 H 2.235 -0.088 -0.839  C3 1.079
11 H 1.888 0.373 0.834  C3 1.109

Results
* spin multiplicity: 1
* HOMO level: -10.208 eV
* total charge: 0



From most stable to least stable, the computed energies give *A*, *B*.



*A*
C3H4ClFO in the gas phase. Source: OMol25; level of theory: wB97M-V/def2-TZVPD.

Last columns: bonded neighbours and bond lengths (Å).
Atoms and positions in Å:
1 C 0.538 0.791 -0.374  C2 1.426, C3 1.611, O4 1.207
2 C -0.264 0.262 0.680  C1 1.426, H7 1.160, H8 1.041, H9 1.099
3 C 1.685 -0.267 -0.776  C1 1.611, F5 1.310, Cl6 2.186, H10 1.012
4 O 0.729 1.890 -0.836  C1 1.207
5 F 1.427 -1.545 -0.908  C3 1.310
6 Cl 3.076 -0.002 0.890  C3 2.186
7 H -0.173 -0.893 0.635  C2 1.160
8 H 0.234 0.674 1.496  C2 1.041
9 H -1.316 0.582 0.700  C2 1.099
10 H 2.280 -0.050 -1.565  C3 1.012

Results
* spin multiplicity: 1
* HOMO level: -10.569 eV
* total charge: 0



*B*
2 unconnected molecules or ions with the total composition C3H4ClFO. Source: OMol25; level of theory: wB97M-V/def2-TZVPD.

Last columns: bonded neighbours and bond lengths (Å).
Atoms and positions in Å:
1 C 0.315 -0.874 1.123  C2 1.541, C3 1.341, H7 1.133
2 C 0.582 -0.280 -0.273  C1 1.541, C3 1.457, O4 1.400, H9 1.082
3 C 1.538 -0.969 0.583  C1 1.341, C2 1.457, F5 1.326
4 O 0.576 1.113 -0.419  C2 1.400, H10 1.013
5 F 2.738 -1.531 0.622  C3 1.326
6 Cl -0.948 1.748 2.543  H8 1.399
7 H -0.170 -1.061 2.131  C1 1.133
8 H -0.452 1.458 1.268  Cl6 1.399
9 H 0.320 -0.830 -1.166  C2 1.082
10 H 1.324 1.502 0.143  O4 1.013

Results
* spin multiplicity: 1
* HOMO level: -10.230 eV
* total charge: 0



*C*
C3H4ClFO in the gas phase. Source: OMol25; level of theory: wB97M-V/def2-TZVPD.

Last columns: bonded neighbours and bond lengths (Å).
Atoms and positions in Å:
1 C -0.268 1.099 -0.568  C2 1.485, H4 1.109, H5 1.105, H6 1.109
2 C -0.291 -0.120 0.279  C1 1.485, C3 1.562, F9 1.350, Cl10 1.883
3 C 0.790 -1.238 0.134  C2 1.562, H7 1.125, O8 1.259
4 H -0.633 1.070 -1.615  C1 1.109
5 H 0.775 1.415 -0.383  C1 1.105
6 H -0.750 1.848 0.093  C1 1.109
7 H 0.349 -2.187 0.546  C3 1.125
8 O 2.015 -1.102 -0.122  C3 1.259
9 F -0.059 0.246 1.558  C2 1.350
10 Cl -1.927 -1.032 0.078  C2 1.883

Results
* spin multiplicity: 1
* HOMO level: -10.692 eV
* total charge: 0



From most stable to least stable, the computed energies give *C*, *A*, *B*.



*A*
2 unconnected molecules or ions with the total composition C2H7NO. Source: OMol25; level of theory: wB97M-V/def2-TZVPD.

Last columns: bonded neighbours and bond lengths (Å).
Atoms and positions in Å:
1 C -1.606 -1.048 1.099  N3 1.448, H4 1.088, H5 1.094, H6 1.098
2 C -1.741 1.278 0.765  N3 1.282, H7 1.087, H8 1.100
3 N -1.091 0.192 0.557  C1 1.448, C2 1.282
4 H -1.543 -1.771 0.288  C1 1.088
5 H -1.156 -1.502 1.986  C1 1.094
6 H -2.684 -1.055 1.308  C1 1.098
7 H -1.909 2.010 -0.021  C2 1.087
8 H -2.015 1.357 1.828  C2 1.100
9 H 3.341 -0.528 -2.803  O11 0.962
10 H 3.905 -0.862 -1.410  O11 0.962
11 O 3.727 -0.135 -2.014  H9 0.962, H10 0.962

Results
* spin multiplicity: 1
* HOMO level: -8.775 eV
* total charge: 0



*B*
2 unconnected molecules or ions with the total composition C2H7NO. Source: OMol25; level of theory: wB97M-V/def2-TZVPD.

Last columns: bonded neighbours and bond lengths (Å).
Atoms and positions in Å:
1 C 0.762 -0.681 0.855  N3 1.465, H4 1.067, H5 1.077, H6 1.133
2 C -1.670 -0.974 0.531  N3 1.241, H7 1.039, H8 1.160
3 N -0.556 -0.515 0.235  C1 1.465, C2 1.241
4 H 1.402 -1.258 0.227  C1 1.067
5 H 1.260 0.189 1.249  C1 1.077
6 H 0.592 -1.410 1.706  C1 1.133
7 H -2.360 -0.739 1.270  C2 1.039
8 H -1.590 -2.096 0.245  C2 1.160
9 H 0.695 2.043 -1.513  O11 0.943
10 H 1.041 3.165 -2.419  O11 1.082
11 O 0.425 2.276 -2.385  H9 0.943, H10 1.082

Results
* spin multiplicity: 1
* HOMO level: -7.636 eV
* total charge: 0



From most stable to least stable, the computed energies give *A*, *B*.



*A*
2 unconnected molecules or ions with the total composition C2H7N4O. Source: OMol25; level of theory: wB97M-V/def2-TZVPD.

Last columns: bonded neighbours and bond lengths (Å).
Atoms and positions in Å:
1 C 1.270 0.498 -0.056  N4 1.304, N6 1.277, H9 1.074
2 C -1.549 -2.242 -0.161  N5 1.318, H8 1.059, H10 1.058
3 N -1.789 0.051 0.017  N5 1.162, O7 1.185
4 N 1.242 0.632 1.241  C1 1.304, H11 0.986, H12 1.017
5 N -1.240 -0.960 -0.147  C2 1.318, N3 1.162
6 N 1.104 1.508 -0.821  C1 1.277, H13 0.968, H14 0.983
7 O -1.665 1.193 -0.274  N3 1.185
8 H -0.904 -2.731 0.521  C2 1.059
9 H 1.581 -0.388 -0.576  C1 1.074
10 H -2.207 -2.695 -0.855  C2 1.058
11 H 1.377 -0.044 1.945  N4 0.986
12 H 0.748 1.434 1.623  N4 1.017
13 H 0.919 2.447 -0.678  N6 0.968
14 H 1.112 1.296 -1.780  N6 0.983

Results
* spin multiplicity: 1
* HOMO level (spin up / spin down): -12.038 / -12.130 eV
* total charge: +1



*B*
A gas-phase ion, C2H7N4O (charge +1). Source: OMol25; level of theory: wB97M-V/def2-TZVPD.

Last columns: bonded neighbours and bond lengths (Å).
Atoms and positions in Å:
1 C -1.529 -0.242 -0.372  C2 1.456, O7 1.168, H8 1.161
2 C -0.340 -0.446 0.443  C1 1.456, N4 1.385, N5 1.715, H9 1.085
3 N 1.641 -1.686 0.531  N4 1.264, H10 1.030
4 N 0.660 -1.223 -0.117  C2 1.385, N3 1.264, H13 1.057
5 N 0.200 1.133 0.840  C2 1.715, N6 1.349, H11 1.026
6 N 0.614 1.793 -0.261  N5 1.349, H12 1.022, H14 1.006
7 O -2.242 0.683 -0.362  C1 1.168
8 H -1.780 -1.084 -1.131  C1 1.161
9 H -0.749 -0.769 1.395  C2 1.085
10 H 2.265 -2.330 0.024  N3 1.030
11 H -0.537 1.514 1.444  N5 1.026
12 H 1.395 1.493 -0.849  N6 1.022
13 H 0.480 -1.342 -1.152  N4 1.057
14 H -0.077 2.505 -0.433  N6 1.006

Results
* spin multiplicity: 1
* HOMO level (spin up / spin down): -12.761 / -14.531 eV
* total charge: +1



From most stable to least stable, the computed energies give *A*, *B*.



*A*
A gas-phase ion, C7H11N4S (charge +1). Source: OMol25; level of theory: wB97M-V/def2-TZVPD.

Last columns: bonded neighbours and bond lengths (Å).
Atoms and positions in Å:
1 C -3.464 -0.499 -0.467  C2 1.429, C3 1.322, H13 1.187
2 C -2.134 -1.013 -0.379  C1 1.429, C4 1.360, H14 1.111
3 C -3.583 0.713 0.046  C1 1.322, S12 1.676, H15 1.050
4 C -1.298 -0.171 0.287  C2 1.360, C7 1.501, S12 1.769
5 C 2.224 1.064 -0.084  C6 1.465, N8 1.293, N9 1.368
6 C 1.050 0.252 -0.415  C5 1.465, C7 1.540, N10 1.328
7 C 0.130 -0.170 0.746  C4 1.501, C6 1.540, N11 1.446, H16 1.035
8 N 2.419 2.084 -0.854  C5 1.293, H17 1.052
9 N 3.097 0.573 0.849  C5 1.368, H18 1.029, H19 1.010
10 N 0.901 -0.322 -1.603  C6 1.328, H20 0.980, H21 0.994
11 N 0.613 -1.516 0.957  C7 1.446, H22 0.943, H23 1.093
12 S -2.187 1.275 0.783  C3 1.676, C4 1.769
13 H -4.408 -0.991 -0.993  C1 1.187
14 H -1.977 -2.062 -0.711  C2 1.111
15 H -4.456 1.297 0.063  C3 1.050
16 H 0.365 0.480 1.517  C7 1.035
17 H 3.055 2.909 -0.702  N8 1.052
18 H 2.871 -0.233 1.448  N9 1.029
19 H 4.034 0.933 0.738  N9 1.010
20 H 0.076 -0.819 -1.784  N10 0.980
21 H 1.612 -0.079 -2.254  N10 0.994
22 H 1.244 -1.471 1.657  N11 0.943
23 H -0.186 -2.235 1.156  N11 1.093

Results
* spin multiplicity: 1
* HOMO level: -12.629 eV
* total charge: +1



*B*
A gas-phase ion, C7H11N4S (charge +1). Source: OMol25; level of theory: wB97M-V/def2-TZVPD.

Last columns: bonded neighbours and bond lengths (Å).
Atoms and positions in Å:
1 C -0.849 3.051 2.882  C2 1.373, N8 1.290, H13 1.073
2 C -1.809 3.515 2.018  C1 1.373, S12 1.673, H14 1.078
3 C -0.438 1.743 1.147  N8 1.358, N9 1.353, S12 1.810
4 C 0.700 -0.528 -1.351  C6 1.520, N10 1.307, N11 1.317
5 C 1.083 -1.827 0.768  C6 1.402, H15 1.070, H16 1.078
6 C 0.896 -1.848 -0.622  C4 1.520, C5 1.402, C7 1.468, H17 1.111
7 C -0.081 -2.882 -0.987  C6 1.468, H18 1.011, H19 1.049, H20 1.135
8 N -0.092 2.122 2.405  C1 1.290, C3 1.358
9 N 0.249 0.764 0.515  C3 1.353, N10 1.278
10 N 0.260 0.542 -0.743  C4 1.307, N9 1.278, H21 1.009
11 N 0.874 -0.562 -2.656  C4 1.317, H22 0.986, H23 1.037
12 S -1.809 2.750 0.530  C2 1.673, C3 1.810
13 H -0.693 3.624 3.776  C1 1.073
14 H -2.514 4.322 2.133  C2 1.078
15 H 0.479 -2.388 1.450  C5 1.070
16 H 1.481 -0.872 1.072  C5 1.078
17 H 1.892 -2.121 -1.030  C6 1.111
18 H -0.940 -2.772 -0.465  C7 1.011
19 H 0.304 -3.857 -0.967  C7 1.049
20 H -0.174 -2.769 -2.112  C7 1.135
21 H -0.429 1.120 -1.201  N10 1.009
22 H 0.668 -1.342 -3.222  N11 0.986
23 H 0.943 0.214 -3.341  N11 1.037

Results
* spin multiplicity: 1
* HOMO level (spin up / spin down): -11.699 / -11.701 eV
* total charge: +1



From most stable to least stable, the computed energies give *A*, *B*.



*A*
A gas-phase ion, C3H7N2OS (charge +1). Source: OMol25; level of theory: wB97M-V/def2-TZVPD.

Last columns: bonded neighbours and bond lengths (Å).
Atoms and positions in Å:
1 C 0.922 0.091 0.368  C3 1.598, N4 1.413, N5 1.255
2 C -2.355 0.157 0.231  O6 1.295, S7 1.651, H8 1.094
3 C 2.347 -0.028 -0.344  C1 1.598, H9 1.104, H10 1.069, H11 1.043
4 N -0.082 -0.365 -0.516  C1 1.413, O6 1.431, H12 0.976
5 N 0.719 0.514 1.532  C1 1.255, H13 1.072
6 O -1.509 -0.459 -0.533  C2 1.295, N4 1.431
7 S -3.995 0.045 0.075  C2 1.651, H14 1.423
8 H -2.069 0.812 1.060  C2 1.094
9 H 3.033 0.459 0.371  C3 1.104
10 H 2.380 0.503 -1.272  C3 1.069
11 H 2.611 -1.033 -0.438  C3 1.043
12 H 0.259 -0.761 -1.341  N4 0.976
13 H 1.669 0.619 2.019  N5 1.072
14 H -3.929 -0.553 -1.215  S7 1.423

Results
* spin multiplicity: 1
* HOMO level: -13.899 eV
* total charge: +1



*B*
A gas-phase ion, C3H7N2OS (charge +1). Source: OMol25; level of theory: wB97M-V/def2-TZVPD.

Last columns: bonded neighbours and bond lengths (Å).
Atoms and positions in Å:
1 C -0.569 0.109 -0.098  C3 1.453, N4 1.264, N5 1.340
2 C 0.949 0.168 1.726  N5 1.513, O6 1.595, S7 1.871, H8 1.034
3 C -1.100 -0.313 -1.382  C1 1.453, H9 1.113, H10 1.111, H11 1.037
4 N -1.189 0.828 0.737  C1 1.264, S7 1.700, H12 1.001
5 N 0.559 -0.424 0.389  C1 1.340, C2 1.513, H13 1.004
6 O 2.361 0.846 1.424  C2 1.595, H14 0.992
7 S -0.397 1.404 2.126  C2 1.871, N4 1.700
8 H 0.963 -0.509 2.507  C2 1.034
9 H -0.278 -0.264 -2.131  C3 1.113
10 H -1.994 0.173 -1.828  C3 1.111
11 H -1.325 -1.323 -1.316  C3 1.037
12 H -1.985 1.327 0.391  N4 1.001
13 H 1.381 -0.354 -0.182  N5 1.004
14 H 2.391 1.808 1.668  O6 0.992

Results
* spin multiplicity: 1
* HOMO level: -14.095 eV
* total charge: +1



*C*
A gas-phase ion, C3H7N2OS (charge +1). Source: OMol25; level of theory: wB97M-V/def2-TZVPD.

Last columns: bonded neighbours and bond lengths (Å).
Atoms and positions in Å:
1 C -1.331 -0.920 -0.029  C2 1.505, N4 1.278, H8 1.097
2 C -1.896 0.403 -0.471  C1 1.505, S7 1.863, H9 1.109, H10 1.118
3 C 0.603 0.105 0.460  N4 1.350, N5 1.563, O6 1.458, S7 1.893
4 N -0.172 -1.000 0.503  C1 1.278, C3 1.350
5 N 1.812 0.004 -0.525  C3 1.563, H11 1.092, H12 1.110, H13 1.006
6 O 1.331 0.407 1.686  C3 1.458, H14 0.947
7 S -0.536 1.562 0.057  C2 1.863, C3 1.893
8 H -1.823 -1.821 -0.414  C1 1.097
9 H -2.136 0.530 -1.546  C2 1.109
10 H -2.965 0.470 -0.151  C2 1.118
11 H 1.900 -1.032 -0.858  N5 1.092
12 H 2.624 0.309 0.167  N5 1.110
13 H 1.845 0.639 -1.305  N5 1.006
14 H 0.745 0.344 2.427  O6 0.947

Results
* spin multiplicity: 1
* HOMO level: -13.739 eV
* total charge: +1



*D*
2 unconnected molecules or ions with the total composition C3H7N2OS. Source: OMol25; level of theory: wB97M-V/def2-TZVPD.

Last columns: bonded neighbours and bond lengths (Å).
Atoms and positions in Å:
1 C 1.123 0.568 -1.143  C2 1.494, N4 1.260, H8 1.145
2 C 0.986 -0.848 -1.603  C1 1.494, S7 1.792, H9 1.111, H10 1.081
3 C -1.016 0.437 -0.786  N4 1.344, N5 1.346, S7 1.705
4 N 0.114 1.156 -0.672  C1 1.260, C3 1.344
5 N -2.277 0.649 -0.368  C3 1.346, H12 1.021, H13 1.031
6 O -0.022 -0.319 2.211  H11 0.957, H14 1.002
7 S -0.773 -1.130 -1.412  C2 1.792, C3 1.705
8 H 2.169 0.995 -0.960  C1 1.145
9 H 1.463 -1.244 -2.525  C2 1.111
10 H 1.562 -1.405 -0.877  C2 1.081
11 H 0.610 -0.943 1.854  O6 0.957
12 H -3.086 0.341 -0.909  N5 1.021
13 H -2.481 1.383 0.326  N5 1.031
14 H 0.438 0.035 3.027  O6 1.002

Results
* spin multiplicity: 1
* HOMO level: -14.748 eV
* total charge: +1



From most stable to least stable, the computed energies give *D*, *B*, *C*, *A*.